[1]
This record from the OMol25 dataset describes a cluster of 6 separate species, C32H34IN5O3P in total in a non-equilibrium geometry. The level of theory is ωB97M-V with the def2-TZVPD basis set.

Structure (ORCA input):
```
! RIJCOSX wB97M-V def2-TZVPD def2/J DEFGRID3
* xyz -1 1
C 3.57365 -4.44277 2.00525
C 2.62706 -3.84045 1.57831
C 1.48416 -3.07420 1.08440
C 0.75418 -3.75647 -0.09219
C -0.49656 -2.96505 -0.44473
C -1.59689 -3.03547 0.62894
C -2.58579 -4.14513 0.39862
O -3.40781 -4.14235 -0.47845
O -2.53350 -5.16792 1.26860
P 1.86702 -3.95650 -1.38146
O 0.94221 -4.69433 -2.56368
I 2.23423 -1.60228 -2.44413
H 4.31960 -5.16215 2.22186
H 1.85638 -2.07860 0.80002
H 0.79349 -2.94730 1.91863
H -0.91434 -3.38247 -1.36034
H -0.26074 -1.91693 -0.66270
H -1.17336 -3.12826 1.62856
H -2.17587 -2.11173 0.60861
H -2.00965 -4.91267 2.04266
H 0.48798 -5.40273 -2.09255
N -2.09345 -5.32004 4.18888
C -2.37997 -6.45342 4.82138
C -2.62749 -6.52549 6.18357
C -2.57217 -5.35744 6.92687
C -2.27480 -4.16923 6.28015
C -2.04506 -4.20276 4.91324
H -2.41116 -7.34291 4.20228
H -2.85721 -7.47522 6.64657
H -2.75849 -5.37313 7.99323
H -2.22137 -3.23337 6.81863
H -1.81374 -3.29184 4.37030
N 1.39364 2.10211 -3.87432
C 0.38244 1.38177 -4.35292
C -0.80237 1.94562 -4.80817
C -0.94429 3.32228 -4.76198
C 0.10340 4.08175 -4.26554
C 1.24651 3.42414 -3.83721
H 0.52550 0.30627 -4.36160
H -1.59355 1.31266 -5.18618
H -1.85596 3.79567 -5.10586
H 0.03938 5.15917 -4.21260
H 2.08503 3.98668 -3.43998
N 1.51252 6.36680 -1.77028
C 2.24006 7.46399 -1.58185
C 1.69430 8.72869 -1.41657
C 0.31586 8.86053 -1.45310
C -0.45534 7.72680 -1.65004
C 0.18989 6.50761 -1.80037
H 3.31485 7.31945 -1.56226
H 2.33613 9.58558 -1.26419
H -0.14929 9.83031 -1.33002
H -1.53473 7.78164 -1.68676
H -0.37701 5.59629 -1.95052
N 6.61865 0.11707 -3.23893
C 7.37348 1.19120 -3.02265
C 6.86588 2.47273 -2.87800
C 5.49256 2.64655 -2.96577
C 4.69005 1.54109 -3.19140
C 5.29876 0.30022 -3.31912
H 8.44289 1.01216 -2.96150
H 7.53013 3.30882 -2.70031
H 5.05391 3.63163 -2.85704
H 3.61345 1.62451 -3.26600
H 4.70344 -0.58986 -3.48647
N -3.50196 -0.66603 3.37573
C -4.45989 -1.32860 2.73186
C -5.62760 -0.73847 2.27174
C -5.81056 0.61584 2.49390
C -4.82215 1.32049 3.16266
C -3.69147 0.63469 3.58026
H -4.27734 -2.38679 2.57600
H -6.36762 -1.32912 1.75016
H -6.70707 1.11525 2.14910
H -4.92154 2.37989 3.35623
H -2.89354 1.15146 4.10251
*
```

Summary:
Gap between HOMO and LUMO   5.654 eV
LUMO   0.0760 hartree
Strongest force on any atom   1.8 eV/A

So, what does the Löwdin scheme give us? The charges, in e, come out as: C 0.07; C -0.20; C -0.32; C -0.57; C -0.28; C -0.12; C -0.55; O 0.08; O 0.08; P 0.53; O -0.44; I 0.28; H 0.00; H 0.09; H 0.09; H 0.10; H 0.06; H 0.09; H 0.11; H 0.06; H 0.02; N 0.06; C -0.14; C -0.08; C -0.09; C -0.07; C -0.13; H 0.11; H 0.10; H 0.10; H 0.10; H 0.10; N 0.06; C -0.15; C -0.07; C -0.09; C -0.10; C -0.15; H 0.05; H 0.10; H 0.10; H 0.08; H 0.09; N 0.07; C -0.15; C -0.08; C -0.09; C -0.07; C -0.16; H 0.10; H 0.10; H 0.10; H 0.10; H 0.10; N 0.05; C -0.18; C -0.10; C -0.09; C -0.07; C -0.18; H 0.09; H 0.09; H 0.09; H 0.06; H 0.00; N 0.06; C -0.15; C -0.07; C -0.09; C -0.08; C -0.16; H 0.10; H 0.10; H 0.10; H 0.10; H 0.10



[2]
This record from the OMol25 dataset describes the ion C32H34N5 with charge +1 in a non-equilibrium geometry. The level of theory is ωB97M-V with the def2-TZVPD basis set.

Structure (ORCA input):
```
! RIJCOSX wB97M-V def2-TZVPD def2/J DEFGRID3
* xyz 1 1
C 5.50838 -2.71736 0.15565
N 4.45807 -3.18530 1.03575
C 4.93235 -4.11046 2.05136
C 3.26915 -2.48746 1.18861
C 2.40340 -2.33704 0.09320
C 1.13606 -1.80001 0.26769
C 0.74849 -1.10625 1.43905
C -0.62409 -0.49486 1.46650
N -0.89838 0.45063 -0.02201
C -2.05575 0.46169 -0.71920
C -2.28481 1.25416 -1.87951
C -1.23030 2.01108 -2.45103
C 0.01102 1.90671 -1.77045
C 0.11991 1.14164 -0.57485
N 1.04214 2.65209 -2.30132
C 2.39092 2.55604 -1.80947
C 1.01641 3.18685 -3.65902
C -0.36440 3.55077 -4.17948
N -1.39334 2.76876 -3.58018
C -2.61172 2.87854 -4.31005
C -3.80267 2.35505 -3.52395
N -3.48835 1.31274 -2.55052
C -4.69130 0.71054 -2.03781
C -0.90301 0.33712 2.70219
C -0.08692 1.14309 3.49192
C -0.60843 1.77708 4.62731
C -1.92806 1.53652 5.07043
C -2.72114 0.62141 4.35553
C -2.19983 0.00589 3.23592
C -2.72410 -1.14590 2.50654
C -3.86436 -1.88589 2.72310
C -4.02827 -3.11331 2.07905
C -2.98730 -3.58903 1.23786
C -1.83024 -2.81864 1.01409
C -1.73648 -1.53561 1.52336
C 1.68215 -1.20330 2.54149
C 2.90124 -1.90165 2.42439
H 5.09903 -2.12161 -0.66423
H 6.23589 -2.09783 0.70936
H 6.03770 -3.59513 -0.24129
H 4.10539 -4.71231 2.48035
H 5.65350 -4.79244 1.56252
H 5.45208 -3.58784 2.88248
H 2.70783 -2.71168 -0.89273
H 0.41812 -1.85053 -0.55412
H -2.85012 -0.19221 -0.35919
H 1.07402 1.10643 -0.04449
H 2.42388 2.72752 -0.73637
H 2.83263 1.58018 -2.04583
H 2.97367 3.32915 -2.32560
H 1.51812 2.47000 -4.35604
H 1.65160 4.09476 -3.67584
H -0.36229 3.45373 -5.28552
H -0.52055 4.63048 -3.98966
H -2.56167 2.31478 -5.26187
H -2.82182 3.92602 -4.61356
H -4.54334 1.94284 -4.23820
H -4.33268 3.20046 -3.01746
H -4.53954 -0.34803 -1.83374
H -5.03666 1.21795 -1.12888
H -5.46331 0.82887 -2.80912
H 0.98619 1.30445 3.20423
H 0.02203 2.50238 5.18778
H -2.31494 2.03330 5.96526
H -3.73212 0.41169 4.67272
H -4.65714 -1.50165 3.38033
H -4.93819 -3.71973 2.22876
H -3.10897 -4.56209 0.73643
H -1.00121 -3.24025 0.41606
H 1.52018 -0.72043 3.50130
H 3.62671 -1.94288 3.23973
*
```

Summary:
Gap between HOMO and LUMO   7.276 eV
LUMO   -0.1006 hartree
Strongest force on any atom   2.0 eV/A
Energy above the lowest of the compared OMol25 structures with the same formula, charge and spin   0.0 kcal/mol

So, what does the Löwdin scheme give us? The charges, in e, come out as: C -0.07; N -0.23; C -0.07; C -0.25; C 0.00; C -0.06; C -0.16; C -0.10; N 0.07; C 0.02; C -0.11; C -0.05; C -0.11; C 0.00; N -0.14; C -0.05; C -0.14; C -0.14; N -0.06; C -0.14; C -0.14; N -0.14; C -0.05; C -0.09; C -0.04; C -0.07; C -0.05; C -0.01; C -0.11; C -0.11; C -0.02; C -0.05; C -0.06; C -0.01; C -0.11; C 0.01; C 0.01; H 0.08; H 0.09; H 0.09; H 0.10; H 0.09; H 0.09; H 0.12; H 0.12; H 0.12; H 0.13; H 0.09; H 0.10; H 0.09; H 0.14; H 0.13; H 0.14; H 0.14; H 0.14; H 0.14; H 0.13; H 0.14; H 0.09; H 0.10; H 0.09; H 0.13; H 0.12; H 0.11; H 0.11; H 0.12; H 0.12; H 0.11; H 0.12; H 0.10; H 0.12



[3]
This record from the OMol25 dataset describes a structure of composition C32H34N9O2SSiTa in a non-equilibrium geometry. The level of theory is ωB97M-V with the def2-TZVPD basis set.

Structure (ORCA input):
```
! RIJCOSX wB97M-V def2-TZVPD def2/J DEFGRID3
* xyz 2 1
Ta 0.28552 -0.09904 -0.06227
C 3.22324 4.46112 -1.86612
C 2.97978 4.10084 -0.54889
C 2.65215 2.79195 -0.22736
C 2.56486 1.82711 -1.22704
C 2.81713 2.19259 -2.55101
C 3.14762 3.49988 -2.86413
N 2.19777 0.47480 -0.93841
C 2.99534 -0.52392 -1.38612
C 4.37140 -0.39500 -1.68212
C 5.09667 -1.49005 -2.06427
C 4.49802 -2.76645 -2.22529
C 3.17302 -2.93236 -1.97690
C 2.40828 -1.82181 -1.54006
N 1.08682 -1.84040 -1.30448
N 0.38487 -2.88653 -1.49296
C -0.95078 -2.68256 -1.27967
C -1.85593 -3.69319 -1.59775
C -3.20580 -3.45497 -1.43794
C -3.63245 -2.20881 -0.97859
C -2.68464 -1.26484 -0.65696
N -1.36906 -1.49346 -0.78103
H 3.48496 5.48113 -2.11319
H 3.06552 4.84034 0.23663
H 2.51410 2.50251 0.80159
H 2.75228 1.44896 -3.33713
H 3.33613 3.76433 -3.89651
H 4.84171 0.57099 -1.56560
H 6.15802 -1.38000 -2.24416
H 5.10538 -3.60208 -2.54318
H 2.67951 -3.88696 -2.09578
H -1.47087 -4.62914 -1.97612
H -3.92785 -4.22544 -1.67283
H -4.68257 -1.98298 -0.86608
H -2.96538 -0.29424 -0.27091
C 0.71170 2.14893 3.41297
C 0.04613 2.72955 2.20536
C -0.45527 4.02142 2.19275
C -1.07099 4.50741 1.04503
C -1.17666 3.70742 -0.07886
C -0.63262 2.43102 -0.02039
N -0.04902 1.96779 1.10706
N -0.59935 1.45494 -0.98964
Si -1.08292 1.76844 -2.68573
C -0.38056 3.39873 -3.30112
C -2.96046 1.70084 -2.77491
C -0.31709 0.31573 -3.61154
H 0.46808 2.72572 4.30155
H 1.79462 2.16130 3.27958
H 0.40808 1.11081 3.55515
H -0.36247 4.63614 3.07639
H -1.47895 5.50955 1.03637
H -1.66685 4.05565 -0.97681
H -1.17268 4.14219 -3.41666
H 0.06817 3.25534 -4.28557
H 0.38371 3.81773 -2.64486
H -3.43984 2.34496 -2.03457
H -3.33600 0.68542 -2.63695
H -3.28747 2.03808 -3.76101
H 0.75780 0.22992 -3.43525
H -0.45492 0.45738 -4.68564
H -0.79037 -0.63506 -3.35194
O 2.90239 0.44913 1.99599
S 2.46538 -0.93039 2.11085
N 1.20124 -1.19280 1.32995
N -3.65207 -1.43470 6.47704
C -3.33660 -2.25617 5.45492
O -3.53990 -3.45006 5.45627
C -2.69680 -1.62098 4.23673
C -1.98650 -2.47806 3.40066
C -1.39587 -1.97676 2.26232
N -1.46654 -0.68242 1.91213
C -2.17145 0.13079 2.70062
C -2.80316 -0.29030 3.85934
H -4.06563 -1.85865 7.29230
H -3.40427 -0.46342 6.51896
H -1.92389 -3.52712 3.65478
H -0.85075 -2.63458 1.60044
H -2.23835 1.16630 2.38545
H -3.38827 0.42063 4.42760
*
```

Summary:
Gap between HOMO and LUMO (alpha / beta)   5.092 / 5.160 eV
LUMO (alpha / beta)   -0.2974 / -0.2955 hartree
Strongest force on any atom   2.1 eV/A

So, what does the Löwdin scheme give us? The charges, in e, come out as: Ta 1.90; C -0.06; C -0.05; C -0.04; C -0.30; C -0.05; C -0.07; N -0.07; C -0.24; C 0.01; C -0.01; C -0.04; C 0.01; C -0.23; N -0.07; N 0.14; C -0.33; C 0.04; C 0.01; C 0.00; C -0.13; N -0.03; H 0.12; H 0.11; H 0.08; H 0.12; H 0.12; H 0.13; H 0.13; H 0.12; H 0.12; H 0.13; H 0.13; H 0.13; H 0.11; C -0.01; C -0.32; C 0.00; C 0.00; C 0.00; C -0.44; N 0.03; N -0.20; Si 0.47; C -0.15; C -0.15; C -0.16; H 0.10; H 0.08; H 0.07; H 0.13; H 0.13; H 0.11; H 0.04; H 0.05; H 0.02; H 0.04; H 0.02; H 0.05; H 0.01; H 0.05; H 0.02; O -0.48; S 0.91; N -0.53; N 0.20; C -0.49; O 0.10; C -0.09; C 0.04; C -0.14; N -0.03; C -0.12; C 0.02; H 0.13; H 0.10; H 0.13; H 0.09; H 0.11; H 0.12